118
Properties=species:S:1:pos:R:3:forces:R:3:lowdin_charge:R:1 method="wB97M-V/def2-TZVPD" homo_ev=-9.23 lumo_energy_ha=0.005 gap_ev=9.37
Y -0.184 0.420 -0.137 -0.995 0.294 1.003 1.020
Cl -2.176 -1.411 0.483 0.363 0.137 0.490 0.272
Cl 1.378 2.393 0.615 0.652 -0.010 0.242 0.214
Cl -1.503 2.446 -1.079 0.513 0.141 -0.548 0.284
O 4.378 4.220 0.403 0.497 0.540 -1.001 -0.045
H 5.093 3.623 0.626 0.115 -0.210 0.242 0.049
H 3.635 3.902 0.902 -0.735 -0.422 0.742 -0.031
O 1.330 -1.211 -0.270 0.567 -0.782 0.228 -0.162
H 1.449 -1.371 -1.229 0.127 -0.628 0.386 0.044
H 1.461 -2.042 0.258 -0.347 0.402 -0.495 0.065
O -1.748 -4.580 1.278 -0.428 0.592 -0.111 -0.076
H -1.927 -5.137 2.045 0.086 -0.124 0.297 0.044
H -2.283 -3.783 1.484 0.297 -0.529 -0.467 -0.011
O -1.409 1.344 1.830 0.106 -1.136 -1.773 -0.159
H -1.211 0.877 2.624 0.135 -0.127 1.158 0.031
H -1.542 2.279 1.941 -0.313 1.188 0.370 0.012
O -3.662 3.143 -3.448 -0.333 -0.366 0.488 -0.093
H -4.423 2.546 -3.275 0.802 0.387 -0.175 0.046
H -3.180 3.100 -2.596 -0.182 0.082 -0.767 -0.045
O 0.623 -0.448 2.342 -0.314 0.263 -0.450 -0.087
H 1.047 0.346 2.686 -0.064 0.834 0.462 0.012
H 1.384 -1.016 2.247 0.457 -0.861 -0.228 0.017
C -2.310 5.043 1.098 -0.377 -0.405 -2.629 -0.271
C -1.207 5.280 2.075 -1.170 0.414 1.642 -0.225
O -0.432 4.154 2.396 -0.326 0.037 0.397 -0.103
O -2.931 3.818 1.363 0.693 -0.226 1.888 -0.093
H -1.928 5.027 0.073 0.340 -0.157 -0.186 0.092
H -3.078 5.816 1.036 0.255 0.570 0.688 0.124
H -1.773 5.440 2.976 0.082 0.533 0.859 0.116
H -0.592 6.161 1.885 -0.098 0.007 -0.326 0.129
H 0.105 3.979 1.644 1.051 -0.636 -1.248 -0.044
H -3.590 3.546 0.725 -0.376 -0.024 -0.711 0.038
C -2.868 -2.374 4.138 0.951 -0.252 1.103 -0.256
C -1.636 -3.263 4.029 -0.569 -1.085 -0.093 -0.201
O -2.127 -4.635 4.102 1.022 0.259 -0.457 -0.092
O -3.685 -2.408 3.006 -0.683 -0.719 0.602 -0.079
H -2.506 -1.389 4.392 -0.203 0.736 0.030 0.114
H -3.439 -2.774 5.011 0.093 0.547 -0.610 0.138
H -0.882 -3.175 4.811 -0.292 0.450 0.277 0.121
H -1.110 -3.089 3.085 -0.155 -0.038 0.043 0.081
H -3.071 -4.536 4.188 -0.578 -0.291 -0.007 0.066
H -3.191 -2.140 2.233 0.369 0.667 -0.499 -0.077
C -0.038 -0.175 -3.554 -0.835 0.933 2.922 -0.115
C 0.771 1.032 -3.132 -0.810 1.068 -2.108 -0.234
O 1.384 0.830 -1.901 -0.493 -1.757 0.477 -0.195
O -0.679 -0.618 -2.319 0.535 0.165 0.199 -0.199
H 0.605 -0.926 -3.848 1.152 -1.819 -1.096 0.085
H -0.894 -0.003 -4.166 0.161 0.658 -1.278 0.136
H 0.094 1.858 -3.070 -0.437 0.679 0.144 0.059
H 1.477 1.314 -3.907 0.390 -0.199 -0.107 0.141
H 1.986 1.533 -1.678 0.883 1.161 -0.012 0.011
H -1.477 -1.124 -2.551 -0.293 -0.282 0.558 0.054
C 3.367 2.713 4.202 -1.690 0.537 0.330 -0.216
C 1.908 2.854 4.764 -0.337 -1.355 -0.625 -0.165
O 0.986 2.082 3.924 0.695 -0.018 0.766 -0.135
O 3.644 3.503 3.062 -0.342 -0.490 -0.463 -0.085
H 3.445 1.659 3.949 0.362 0.004 -0.176 0.120
H 4.080 3.005 4.946 0.423 -0.249 0.856 0.105
H 1.506 3.880 4.838 0.513 -0.310 0.099 0.121
H 1.859 2.316 5.753 0.153 0.806 -0.811 0.126
H 0.619 2.626 3.221 0.092 0.468 -0.008 -0.003
H 3.860 4.381 3.364 0.080 0.446 0.048 0.087
C 2.397 -3.824 -1.977 0.799 -2.377 -0.516 -0.255
C 3.667 -3.177 -1.516 1.042 1.514 -0.251 -0.257
O 4.335 -3.742 -0.404 0.377 -1.568 -0.731 -0.056
O 1.606 -2.835 -2.541 0.234 1.117 0.214 -0.069
H 1.998 -4.408 -1.124 -0.534 0.515 -0.278 0.123
H 2.710 -4.600 -2.764 -0.663 0.780 0.871 0.144
H 3.541 -2.151 -1.207 -0.631 0.412 -0.054 0.100
H 4.327 -3.113 -2.388 0.258 -0.029 0.156 0.129
H 4.816 -4.496 -0.797 -0.128 0.327 0.843 0.106
H 0.832 -3.165 -3.001 -0.538 -0.643 -0.008 0.049
C -1.629 -4.270 -2.331 -1.386 -0.263 -0.169 -0.221
C -2.915 -3.526 -2.596 0.176 0.743 0.621 -0.200
O -2.831 -2.181 -2.148 -0.326 0.319 -2.424 -0.168
O -0.686 -4.064 -3.346 1.057 -0.544 -1.940 -0.079
H -1.913 -5.299 -2.125 0.475 -0.530 -0.389 0.125
H -1.226 -3.889 -1.412 0.500 0.247 0.392 0.108
H -3.722 -4.005 -2.095 -0.750 -0.583 0.619 0.112
H -3.189 -3.530 -3.648 0.206 0.139 -0.274 0.125
H -2.988 -2.027 -1.213 0.083 -0.359 0.689 -0.088
H -0.822 -4.525 -4.224 -0.310 0.607 1.884 0.148
C -4.759 1.250 -0.103 -0.379 -1.525 0.297 -0.270
C -5.180 0.313 -1.247 0.833 0.071 1.093 -0.218
O -4.266 0.520 -2.329 -0.947 -1.572 -0.677 -0.100
O -4.285 2.464 -0.520 -1.628 1.967 -0.310 -0.135
H -3.997 0.789 0.503 0.318 -0.538 0.339 0.072
H -5.661 1.348 0.512 0.230 0.428 0.122 0.128
H -6.227 0.551 -1.454 0.082 -0.229 -0.709 0.112
H -5.080 -0.720 -0.833 -0.319 0.530 -0.458 0.114
H -4.331 -0.304 -2.879 0.382 1.188 0.661 0.104
H -3.390 2.399 -0.866 0.490 -0.584 0.031 -0.121
C 2.440 -3.422 3.014 0.533 -0.802 0.319 -0.210
C 1.580 -4.334 2.134 -0.490 0.469 0.957 -0.229
O 0.821 -3.496 1.301 -0.749 0.248 -0.610 -0.122
O 3.168 -2.454 2.208 -0.900 -0.943 1.264 -0.059
H 3.090 -4.109 3.592 0.369 0.399 -0.381 0.120
H 1.898 -2.924 3.828 -0.266 0.338 -0.727 0.115
H 0.933 -4.991 2.757 0.283 0.443 -0.182 0.133
H 2.210 -5.001 1.552 0.257 -0.003 -0.286 0.109
H -0.140 -3.720 1.317 0.618 -0.258 -0.129 0.044
H 3.841 -2.989 1.782 0.351 0.215 -0.593 0.066
C 4.832 2.077 -1.994 1.734 1.350 0.108 -0.262
C 4.906 0.753 -1.343 0.302 -1.142 1.332 -0.264
O 4.451 0.713 -0.006 -1.547 1.563 0.453 -0.089
O 3.583 2.682 -1.867 -0.974 0.410 0.165 -0.096
H 5.156 1.974 -3.033 -0.306 0.060 -0.164 0.126
H 5.542 2.783 -1.528 0.183 -0.432 -0.150 0.124
H 5.924 0.359 -1.236 -0.025 0.186 -0.737 0.133
H 4.288 0.062 -1.871 -0.315 -0.767 -0.956 0.094
H 3.597 1.241 0.007 1.140 -0.846 0.314 0.028
H 3.702 3.411 -1.211 -0.311 -0.494 -0.328 0.066
C -1.594 4.394 -5.743 0.199 2.396 -0.290 -0.232
O -1.248 3.217 -5.164 -0.726 -2.720 1.448 -0.147
H -2.553 4.383 -6.309 0.472 0.080 0.477 0.087
H -1.557 5.213 -4.966 -0.535 -0.409 -0.841 0.093
H -0.774 4.617 -6.431 -0.223 0.233 -0.272 0.071
H -2.012 2.913 -4.611 0.688 0.370 -0.406 0.058

---

30
Properties=species:S:1:pos:R:3:forces:R:3:lowdin_charge:R:1 method="wB97M-V/def2-TZVPD" homo_ev=-10.94 smiles=O.O.O.O.O.O.O.O.O.O lumo_energy_ha=0.000 gap_ev=10.93
O 0.670 -2.374 36.005 -0.819 0.991 -0.693 -0.039
H 1.288 -2.880 36.506 0.570 -0.755 0.625 0.008
H 0.912 -1.442 36.130 0.073 0.070 0.099 0.024
O 2.162 -5.318 34.170 0.175 0.487 -1.665 -0.031
H 2.171 -6.223 34.413 -0.024 -1.405 0.143 0.019
H 1.975 -4.863 34.971 -0.226 0.954 1.231 -0.028
O 2.679 -4.148 36.633 -0.265 -0.223 0.413 -0.049
H 3.223 -3.394 36.390 0.202 0.366 -0.306 0.025
H 3.253 -4.913 36.638 0.230 -0.157 0.177 0.066
O -1.067 -2.562 33.028 0.698 -2.508 0.383 -0.033
H -1.410 -1.817 33.480 -0.807 1.091 0.894 0.032
H -0.974 -3.289 33.712 -0.247 1.339 -1.092 0.090
O 4.347 0.004 37.062 -0.026 0.793 0.923 -0.050
H 5.149 -0.257 36.637 0.882 -0.089 -0.375 0.012
H 3.725 -0.618 36.712 -0.727 -0.424 -0.408 -0.033
O -1.874 0.539 36.457 -0.837 1.194 0.690 -0.024
H -1.796 -0.289 36.911 0.042 -0.955 0.142 0.016
H -1.276 0.540 35.733 0.674 -0.329 -0.907 0.000
O 1.551 -1.881 33.128 1.062 -2.219 -1.223 -0.091
H 1.761 -2.782 32.709 0.115 1.911 0.780 0.098
H 0.604 -2.047 33.214 -0.532 0.401 0.201 -0.027
O 3.497 -1.828 35.147 0.251 0.122 1.092 -0.039
H 2.885 -1.721 34.421 -1.041 -0.040 -0.746 0.006
H 4.198 -2.361 34.804 0.793 -0.380 -0.490 0.057
O 1.170 0.445 36.493 0.480 -0.525 -0.620 -0.028
H 0.441 0.936 36.861 -0.496 0.359 0.294 0.033
H 1.355 0.830 35.626 0.092 0.101 0.258 0.072
O -1.915 -2.770 36.420 -0.787 0.774 1.197 -0.043
H -2.228 -3.296 35.712 -0.562 -0.772 -0.954 0.003
H -1.014 -2.525 36.215 1.056 -0.171 -0.062 -0.045

---

13
Properties=species:S:1:pos:R:3:forces:R:3:lowdin_charge:R:1 method="wB97M-V/def2-TZVPD" homo_ev=-7.83 lumo_energy_ha=0.030 gap_ev=8.66
O 0.043 -1.771 -1.815 0.185 0.437 0.367 0.098
C -0.064 -0.876 -1.014 -0.071 0.191 0.010 -0.487
N -1.168 -0.293 -0.500 0.032 -0.132 -0.123 0.088
C -0.931 0.988 0.177 -0.151 0.147 0.062 -0.194
C 0.558 1.059 0.476 -0.184 0.058 0.043 -0.161
C 1.042 -0.172 1.120 0.153 -0.146 -0.004 -0.117
N 1.057 -0.165 -0.372 -0.448 0.131 -0.112 0.026
H -2.069 -0.590 -0.842 0.082 -0.026 0.044 0.151
H -1.507 1.060 1.105 -0.024 -0.034 -0.051 0.110
H -1.235 1.811 -0.483 0.016 -0.154 0.150 0.101
H 1.856 0.108 -0.909 0.488 -0.632 -0.227 0.159
H 2.039 -0.200 1.558 -0.178 0.092 -0.031 0.102
H 0.380 -0.958 1.500 0.100 0.068 -0.127 0.122

---

19
Properties=species:S:1:pos:R:3:forces:R:3:lowdin_charge:R:1 method="wB97M-V/def2-TZVPD" homo_ev=-2.19 smiles=CCN(C)CC[O-] lumo_energy_ha=0.141 gap_ev=6.03 total_charge=-1
C -0.933 -2.293 0.194 0.531 -1.847 0.345 -0.119
C -0.834 -1.103 -0.749 -0.257 0.900 -0.482 -0.328
N -0.333 0.091 -0.144 -0.350 0.436 1.393 -0.277
C -0.894 1.403 -0.217 -2.674 0.666 -1.603 -0.141
C 1.047 0.180 0.203 2.471 -0.548 -1.811 -0.218
C 1.772 1.611 0.599 -0.329 -3.039 0.828 -0.531
O 1.615 1.764 1.904 0.388 0.678 0.681 -0.366
H -1.732 -2.045 0.898 0.078 -0.174 0.098 0.053
H 0.004 -2.523 0.859 -1.535 0.465 -1.622 0.093
H -1.277 -3.248 -0.389 0.802 1.525 1.057 0.083
H -0.458 -1.336 -1.772 1.120 -0.206 0.523 0.102
H -1.824 -0.867 -1.079 -1.231 0.170 0.247 0.080
H -1.877 1.360 -0.889 1.278 0.067 1.953 0.097
H -0.260 1.898 -0.942 0.120 1.120 0.136 0.043
H -0.988 2.076 0.788 0.190 -1.938 -2.229 0.133
H 1.246 -0.360 1.105 0.400 -0.675 0.550 0.071
H 1.635 -0.300 -0.681 -0.419 0.442 1.027 0.105
H 1.204 2.351 0.058 0.840 0.936 -1.101 0.032
H 2.884 1.342 0.253 -1.423 1.022 0.009 0.089

---

9
Properties=species:S:1:pos:R:3:forces:R:3:lowdin_charge:R:1 method="wB97M-V/def2-TZVPD" homo_ev=-15.04 lumo_energy_ha=-0.204 gap_ev=9.49 total_charge=+1
C 0.659 -0.283 1.751 -0.013 -1.834 1.906 -0.077
C 0.095 0.387 -0.886 -0.010 0.801 2.902 0.087
N 0.319 -0.947 0.786 -1.157 1.697 -4.225 0.164
N -0.765 0.034 -1.760 -0.258 -0.753 0.804 0.140
H 0.587 -0.921 2.633 -0.055 -0.784 0.264 0.121
H 1.061 0.586 2.141 0.607 2.679 -0.606 0.088
H 0.404 1.470 -0.657 0.076 -1.540 -1.091 0.133
H -1.205 0.544 -2.584 0.835 -0.556 1.469 0.192
H -1.155 -0.871 -1.423 -0.025 0.289 -1.422 0.151

---

31
Properties=species:S:1:pos:R:3:forces:R:3:lowdin_charge:R:1 method="wB97M-V/def2-TZVPD" s2=8.7552 homo_ev="-4.87 / -6.03" lumo_energy_ha="0.093 / 0.093" multiplicity=6 gap_ev="7.39 / 8.55" total_charge=-1
Mn 0.663 -0.507 1.675 -1.532 -0.129 0.575 0.605
B 2.644 -0.279 1.197 2.145 0.183 -0.531 -0.422
H 1.910 0.149 0.531 -2.401 2.392 -3.056 -0.059
H 2.329 -1.310 1.246 -0.587 -4.409 0.583 -0.027
H 3.580 -0.236 0.662 3.443 0.155 -1.757 -0.031
H 2.656 0.245 2.140 0.054 1.792 3.551 -0.011
B 0.016 -1.785 3.374 -0.662 -0.576 0.882 -0.401
H 0.629 -0.905 3.494 2.527 3.253 1.165 -0.041
H 0.204 -2.585 4.073 1.245 -2.741 2.655 -0.044
H -1.032 -1.545 3.471 -3.881 1.208 0.418 -0.040
H 0.109 -2.236 2.398 0.585 -1.910 -4.129 -0.049
B -0.584 1.296 1.744 -0.681 0.748 -0.060 -0.410
H -1.094 0.417 2.107 -2.754 -2.848 1.480 -0.033
H -1.047 2.270 1.763 -2.093 3.308 0.455 -0.029
H 0.352 1.348 2.279 3.701 0.622 2.251 -0.031
H -0.337 1.116 0.709 1.057 -0.594 -4.228 -0.068
C -1.498 1.224 -2.673 -0.205 -0.984 -2.453 -0.247
C -0.004 1.376 -2.549 -0.426 -0.218 1.757 -0.218
C 0.543 -0.046 -2.503 1.159 -0.923 0.370 -0.183
S -0.650 -1.152 -1.555 -2.184 3.085 -0.325 0.800
O -0.399 -1.278 -0.109 0.303 -1.154 -2.351 -0.361
O -1.154 -2.235 -2.405 1.284 0.463 1.121 -0.343
C -1.943 0.190 -1.664 -0.333 -0.235 0.929 -0.201
H -1.664 0.753 -3.642 -0.246 -0.002 -0.474 0.105
H -1.976 2.197 -2.782 -0.392 -0.161 0.856 0.120
H 0.026 1.855 -1.570 1.097 0.008 0.233 0.114
H 0.477 2.030 -3.275 -0.064 -0.311 -0.136 0.121
H 1.523 -0.159 -2.040 -0.018 0.149 0.181 0.097
H 0.622 -0.466 -3.506 -0.260 -0.184 0.010 0.096
H -2.068 0.647 -0.683 0.225 -0.307 0.215 0.094
H -2.833 -0.389 -1.909 -0.108 0.323 -0.184 0.096